Record 1
93
Properties=species:S:1:pos:R:3:mulliken_charge:R:1 method="wB97M-V/def2-TZVPD" total_charge=-1 homo_ev=-4.482 orbital_gap_ev=6.810
Tl -0.109 -0.375 -0.321 1.264
C -5.086 -0.410 -0.436 -1.993
C -3.621 -0.482 -0.776 -0.211
N -2.686 0.034 -0.079 2.250
N -3.046 0.648 1.075 -1.242
C -2.093 1.238 1.729 0.272
N -2.452 1.848 2.889 -0.469
S -0.398 1.440 1.302 -0.346
C -3.214 -1.164 -2.003 0.967
C -3.890 -2.265 -2.507 -1.035
C -3.413 -2.935 -3.610 -0.684
C -2.236 -2.455 -4.202 -0.614
C -1.664 -1.319 -3.678 -0.272
N -2.128 -0.702 -2.588 0.043
H -5.206 0.286 0.387 0.391
H -5.434 -1.387 -0.134 0.345
H -5.702 -0.134 -1.297 0.395
H -3.360 1.628 3.255 0.253
H -1.713 2.016 3.558 0.113
H -4.802 -2.605 -2.029 0.377
H -3.852 -3.838 -4.009 0.394
H -1.744 -2.948 -5.055 0.417
H -0.810 -0.919 -4.193 0.455
C 3.146 1.592 6.015 -1.153
Si 1.749 0.538 5.356 -0.026
C 1.598 -0.856 6.521 -1.001
C 0.228 1.571 5.297 -0.662
C 2.236 0.086 3.602 0.717
C 3.382 0.630 3.058 0.011
C 3.866 0.277 1.799 -1.243
C 3.063 -0.547 1.046 -0.091
N 1.920 -1.078 1.529 -0.149
C 1.524 -0.799 2.759 -0.210
S 0.127 -1.700 3.369 -0.291
H 2.932 1.966 7.031 0.305
H 3.375 2.442 5.346 0.279
H 4.060 1.012 6.107 0.331
H 1.245 -0.431 7.476 0.295
H 2.544 -1.387 6.660 0.294
H 0.868 -1.613 6.235 0.344
H -0.159 1.911 6.273 0.423
H -0.493 0.893 4.814 0.043
H 0.366 2.436 4.656 0.321
H 3.999 1.324 3.619 0.231
H 4.778 0.700 1.398 0.443
H 3.313 -0.811 0.042 0.292
C 0.621 4.920 0.686 -0.882
C 1.593 4.064 -0.184 0.629
O 1.160 4.006 -1.535 -0.239
P 0.464 2.677 -2.092 -0.877
O 1.013 1.482 -1.391 -0.176
Te 0.697 2.804 -4.419 -0.458
O -1.059 2.765 -1.569 0.477
C -2.018 3.726 -1.960 -0.410
C -3.412 3.159 -1.676 -0.916
H 0.906 4.910 1.753 0.290
H -0.375 4.471 0.587 0.044
H 0.584 5.933 0.293 0.328
H 1.623 3.043 0.202 -0.432
H 2.614 4.476 -0.243 0.359
H -1.856 3.985 -3.024 0.304
H -1.853 4.648 -1.351 0.218
H -3.612 2.300 -2.309 0.160
H -4.157 3.931 -1.850 0.512
H -3.441 2.794 -0.632 0.085
Cl -2.324 -5.092 1.984 -0.181
C -2.653 -3.443 2.541 0.797
Cl -2.256 -3.268 4.301 -0.240
Cl -4.398 -3.162 2.284 -0.175
C -1.884 -2.579 1.597 -0.894
N -0.824 -1.925 1.745 0.283
C 4.014 -0.128 -4.381 -0.926
N 3.025 -1.153 -4.104 -0.123
C 2.058 -1.141 -5.206 -0.749
C 2.358 -0.890 -2.821 0.280
C 1.657 -2.090 -2.285 0.235
C 2.096 -3.345 -2.726 -0.599
C 1.430 -4.499 -2.392 -0.846
C 0.268 -4.438 -1.650 -1.142
C -0.160 -3.209 -1.173 -0.220
C 0.558 -2.050 -1.434 0.882
H 4.475 -0.301 -5.355 0.339
H 4.792 -0.163 -3.636 0.349
H 3.568 0.876 -4.390 0.250
H 2.561 -1.471 -6.109 0.465
H 1.602 -0.153 -5.331 0.124
H 1.294 -1.895 -4.974 0.109
H 1.656 -0.050 -2.913 -0.175
H 3.121 -0.550 -2.114 0.179
H 2.972 -3.349 -3.356 0.492
H 1.820 -5.429 -2.744 0.446
H -0.298 -5.346 -1.404 0.417
H -1.031 -3.209 -0.528 0.031

Record 2
85
Properties=species:S:1:pos:R:3:mulliken_charge:R:1 method="wB97M-V/def2-TZVPD" total_charge=-1 homo_ev=-3.796 orbital_gap_ev=6.538
Pd -0.483 -0.647 -0.023 -0.027
O 0.089 1.137 -2.495 -0.759
C -0.052 1.650 -1.405 -0.700
O 0.846 1.742 -0.434 -0.657
C -1.251 2.273 -0.759 2.336
C -2.471 2.674 -1.463 -1.865
C -3.662 2.519 -0.892 -0.898
C -3.808 1.921 0.444 0.926
C -5.037 1.872 1.086 -0.719
C -5.177 1.300 2.344 -0.726
C -4.061 0.743 2.953 -0.705
C -2.828 0.763 2.316 0.113
C -2.678 1.367 1.072 -0.716
N -1.408 1.361 0.476 0.662
H -2.362 3.084 -2.460 0.578
H -4.567 2.819 -1.410 0.386
H -5.900 2.300 0.586 0.363
H -6.142 1.279 2.833 0.375
H -4.149 0.278 3.928 0.383
H -1.956 0.302 2.765 0.474
C -0.576 5.772 -0.883 -0.933
C 0.593 4.798 -0.894 -0.094
O 0.742 4.113 0.336 -0.686
P -0.264 2.826 0.667 1.759
O -1.445 3.720 1.374 -0.449
C -1.512 4.000 2.761 -0.140
C -2.866 4.620 3.037 -1.245
O 0.515 2.376 2.009 -0.384
C 1.932 2.288 2.106 -0.148
C 2.454 3.392 3.006 -1.442
H -0.615 6.326 -1.824 0.428
H -0.468 6.479 -0.059 0.257
H -1.516 5.239 -0.744 0.130
H 1.531 5.333 -1.055 0.463
H 0.487 4.094 -1.726 0.099
H -0.703 4.686 3.039 0.342
H -1.389 3.086 3.345 0.245
H -3.004 5.520 2.433 0.268
H -2.946 4.888 4.093 0.394
H -3.658 3.912 2.790 0.172
H 2.385 2.351 1.119 0.346
H 2.158 1.304 2.524 0.295
H 2.225 4.361 2.561 0.240
H 3.536 3.304 3.129 0.442
H 1.984 3.337 3.990 0.286
C -2.562 -4.982 -2.172 -1.213
C -1.133 -4.962 -2.705 -0.103
C -0.841 -3.752 -3.590 -0.704
C -0.670 -2.448 -2.811 -1.170
N 0.531 -2.453 -1.997 1.372
C 0.538 -2.264 -0.598 -1.245
Se -0.772 -2.999 0.602 -0.350
N 1.909 -2.143 -0.276 1.387
C 2.429 -1.895 1.051 -1.256
C 3.323 -3.025 1.557 -0.729
C 2.608 -4.368 1.637 0.151
C 3.535 -5.488 2.094 -1.469
C 2.671 -2.101 -1.424 0.667
C 4.020 -1.877 -1.620 -1.034
C 4.493 -1.844 -2.935 -0.841
C 3.633 -2.018 -4.008 -0.873
C 2.267 -2.236 -3.808 -0.982
C 1.804 -2.284 -2.508 0.698
H -2.727 -5.860 -1.543 0.339
H -3.285 -5.008 -2.992 0.349
H -2.761 -4.105 -1.556 0.204
H -0.944 -5.874 -3.278 0.397
H -0.434 -4.961 -1.863 0.004
H -1.652 -3.619 -4.314 0.506
H 0.070 -3.938 -4.166 0.326
H -1.505 -2.282 -2.132 0.348
H -0.623 -1.591 -3.490 0.357
H 1.566 -1.778 1.707 0.354
H 2.973 -0.945 1.041 0.375
H 3.693 -2.743 2.549 0.486
H 4.202 -3.123 0.911 0.278
H 2.188 -4.609 0.657 0.055
H 1.754 -4.281 2.313 0.270
H 4.376 -5.605 1.405 0.323
H 3.008 -6.442 2.145 0.398
H 3.947 -5.278 3.085 0.335
H 4.689 -1.706 -0.787 0.373
H 5.546 -1.665 -3.114 0.373
H 4.021 -1.972 -5.018 0.375
H 1.593 -2.337 -4.648 0.395

Record 3
83
Properties=species:S:1:pos:R:3:mulliken_charge:R:1 method="wB97M-V/def2-TZVPD" total_charge=+2 homo_ev="-12.617 / -12.386" orbital_gap_ev="2.992 / 2.621"
C 8.620 -0.039 -0.632 -0.428
C 8.036 0.417 -1.845 1.236
C 8.899 0.982 -2.811 -0.330
C 10.255 1.140 -2.502 -0.392
N 10.771 0.732 -1.346 -0.479
C 9.997 0.156 -0.430 -0.286
C 6.615 0.456 -2.108 -0.253
C 5.436 0.705 -1.564 -0.587
C 4.748 1.124 -0.369 0.821
C 3.977 0.241 0.402 -0.420
C 2.845 0.739 1.031 -0.525
C 2.435 2.024 0.622 -0.097
C 3.421 3.006 0.361 -0.654
C 4.606 2.500 -0.156 -0.199
Cd 4.835 0.722 -3.569 0.519
P -0.128 -1.620 -2.253 0.476
H 8.523 1.372 -3.761 0.311
H 8.032 -0.482 0.171 0.412
H 10.935 1.614 -3.209 0.385
H 10.480 -0.157 0.501 0.384
H 5.357 3.173 -0.546 0.551
H 4.184 -0.825 0.400 0.518
H 3.224 4.073 0.396 0.579
H 2.212 0.107 1.633 0.496
C -1.939 -1.792 -2.683 -0.684
C -2.361 -2.547 -3.940 -1.267
H -2.299 -0.751 -2.745 0.442
H -2.413 -2.254 -1.803 0.466
H -3.453 -2.676 -3.931 0.383
H -2.117 -1.999 -4.860 0.261
H -1.921 -3.550 -4.007 0.285
C 0.762 -1.946 -3.848 0.494
C 2.075 -2.725 -3.779 -1.333
H 0.981 -0.951 -4.266 -0.582
H 0.063 -2.425 -4.545 0.391
H 2.753 -2.358 -4.562 0.402
H 2.580 -2.599 -2.813 0.226
H 1.916 -3.795 -3.953 0.274
C 0.125 -3.191 -1.305 -0.473
C -0.231 -4.496 -2.009 -1.537
H -0.493 -3.076 -0.400 0.491
H 1.181 -3.195 -0.990 0.402
H 0.191 -5.336 -1.439 0.415
H -1.316 -4.655 -2.052 0.283
H 0.174 -4.564 -3.027 0.287
Br 0.632 2.347 0.324 0.079
P 0.372 3.228 -4.220 -0.085
C -0.007 1.475 -4.619 0.527
C -0.908 1.453 -5.854 -1.481
H -0.514 1.009 -3.755 -0.339
H 0.956 0.977 -4.810 0.229
H -0.920 0.458 -6.309 0.349
H -1.944 1.714 -5.603 0.353
H -0.560 2.163 -6.614 0.440
C -0.717 3.435 -2.746 0.760
C -1.173 4.870 -2.491 -1.338
H -0.127 3.083 -1.874 -0.893
H -1.602 2.782 -2.850 0.487
H -1.828 4.885 -1.612 0.386
H -0.326 5.533 -2.283 0.318
H -1.744 5.291 -3.326 0.395
C 2.035 3.231 -3.489 0.530
C 2.943 3.846 -4.556 -1.400
H 2.262 2.184 -3.233 -0.340
H 2.014 3.864 -2.585 0.142
H 3.938 4.070 -4.163 0.393
H 3.063 3.183 -5.419 0.395
H 2.504 4.787 -4.912 0.398
N -1.865 0.382 6.077 -0.381
C -1.618 0.847 4.805 0.391
O -1.798 2.026 4.494 -0.615
C -1.038 -0.151 3.857 0.414
C -0.493 -1.386 4.251 -0.442
C 0.106 -2.207 3.296 -1.056
C 0.184 -1.748 1.967 -0.001
N -0.337 -0.585 1.593 -0.090
C -0.929 0.199 2.488 -0.250
H -2.350 1.032 6.689 0.260
H -1.987 -0.596 6.277 0.194
H -0.538 -1.689 5.296 0.337
H 0.520 -3.183 3.537 0.439
H 0.686 -2.337 1.200 0.386
H -1.341 1.146 2.128 0.446

ΔE to the lowest compared entry with this formula, charge and spin in kcal per mole, matching the order above: 12.29; 45.48; 79.85
Calculated total energy in hartree, matching the order above: -5064.49531; -4618.35372; -4870.76591